[1]
Formula: C21H28F3Si
Source: the Open Molecules 2025 dataset
Level of theory: ωB97M-V with the def2-TZVPD basis set

Cartesian coordinates (Å):
Si  -1.883  -0.638  0.798
F  4.492  3.034  4.480
F  3.329  4.829  3.918
F  2.353  3.178  5.019
C  1.137  1.376  -2.001
C  2.900  2.844  2.785
C  2.230  1.689  0.330
C  3.284  3.494  4.099
C  3.568  1.718  2.345
C  -1.726  -2.517  0.949
C  -2.192  0.103  2.494
C  0.119  0.629  -4.072
C  -0.451  1.874  -4.251
C  0.044  -2.955  -0.803
C  -2.373  -3.334  -1.362
C  0.905  0.385  -2.977
C  1.530  2.812  0.823
C  3.244  1.143  1.146
C  1.872  3.374  2.027
C  -3.250  -0.100  -0.366
C  -1.207  -4.866  0.246
C  -1.316  -3.408  -0.247
C  1.960  1.033  -0.897
C  0.569  2.645  -2.231
C  -0.214  2.881  -3.334
H  2.473  0.092  -1.006
H  -2.692  -2.848  1.330
H  -3.372  -3.526  -0.968
H  -2.979  -0.276  -1.402
H  -1.009  -2.660  1.758
H  -0.458  -4.956  1.034
H  -1.067  2.063  -5.112
H  -4.161  -0.650  -0.143
H  1.345  4.233  2.404
H  0.810  -2.974  -0.028
H  0.804  3.463  -1.580
H  -2.161  -5.213  0.645
H  1.365  -0.579  -2.852
H  4.348  1.306  2.963
H  -3.127  -0.279  2.897
H  -0.920  -5.535  -0.566
H  -1.390  -0.155  3.181
H  -3.448  0.961  -0.242
H  -0.016  -1.940  -1.196
H  -2.172  -4.071  -2.139
H  -2.261  1.186  2.431
H  0.686  3.207  0.291
H  -0.630  3.862  -3.496
H  0.370  -3.606  -1.615
H  -0.041  -0.150  -4.799
H  -2.375  -2.353  -1.835
H  3.771  0.262  0.817
H  -0.618  -0.086  0.312

Results
F_max: 0.0193 Eh/bohr
LUMO: -6.1480 eV
HOMO-LUMO gap: 0.2305 Ha
HOMO: -0.4565 Ha
Charge: +1

[2]
Formula: C21H28F7N6O9PS2Sr
Source: the Open Molecules 2025 dataset
Level of theory: ωB97M-V with the def2-TZVPD basis set

Cartesian coordinates (Å):
Sr  -3.775  0.097  0.580
S  -6.215  0.908  -0.549
S  -4.035  2.510  -1.137
P  -4.113  -2.644  -1.811
F  -5.994  3.046  -2.841
F  -8.201  1.969  0.727
F  3.944  -0.438  -2.094
F  -4.158  4.117  -3.195
F  -4.298  2.029  -3.723
F  -8.738  0.659  -0.920
F  -8.044  2.670  -1.307
O  -3.188  1.352  -1.383
O  -3.694  -4.035  -2.164
O  -3.841  -2.034  -0.472
O  -0.692  -0.431  -0.183
O  -3.428  3.666  -0.590
O  -6.226  -0.015  0.561
O  -5.987  0.310  -1.840
O  -2.490  1.090  2.454
O  -2.385  -1.097  2.143
N  5.710  0.329  0.017
N  -5.255  2.101  -0.238
N  1.853  0.465  2.915
N  -6.286  -4.103  -2.332
N  7.888  1.576  0.289
N  -1.837  -1.463  -2.493
C  3.443  -0.177  -0.866
C  0.508  0.422  3.086
C  3.756  0.387  1.424
C  4.317  0.174  0.175
C  6.614  -0.447  0.854
C  6.289  0.586  -1.298
C  2.096  -0.274  -0.674
C  7.749  1.032  -1.098
C  2.440  0.206  5.365
C  -1.853  0.024  2.323
C  1.528  -0.069  0.584
C  -3.264  -1.477  -2.982
C  3.652  -0.195  4.583
C  -5.941  -2.645  -2.178
C  -4.676  2.956  -2.842
C  2.382  0.250  1.657
C  0.079  -0.173  0.765
C  -0.362  0.093  2.104
C  7.751  0.483  1.311
C  -7.916  1.626  -0.516
C  2.701  0.828  4.028
H  8.777  2.064  0.405
H  1.643  -0.519  5.440
H  7.532  0.955  2.266
H  -1.224  -0.927  -3.106
H  3.018  1.865  4.010
H  3.637  -1.177  4.127
H  8.704  -0.038  1.379
H  6.285  -0.288  -1.954
H  5.715  1.372  -1.787
H  -1.494  -2.427  -2.451
H  7.016  -1.306  0.304
H  -6.763  -4.471  -1.510
H  7.136  2.250  0.442
H  -3.266  -1.819  -4.015
H  -6.502  -2.203  -1.361
H  8.036  1.797  -1.814
H  2.564  0.836  6.233
H  -1.730  -1.069  -1.536
H  4.402  0.692  2.235
H  4.623  0.143  4.920
H  0.148  0.661  4.077
H  6.090  -0.837  1.721
H  8.446  0.201  -1.179
H  -5.332  -4.580  -2.404
H  -6.861  -4.309  -3.145
H  -6.182  -2.108  -3.092
H  1.455  -0.531  -1.505
H  -3.677  -0.472  -2.918

Results
F_max: 0.0506 Eh/bohr
LUMO: -4.6566 eV
HOMO-LUMO gap: 0.2938 Ha
HOMO: -0.4649 Ha
Charge: +2

[3]
Formula: C21H28IN4O3STe4Tl
Source: the Open Molecules 2025 dataset
Level of theory: ωB97M-V with the def2-TZVPD basis set

Cartesian coordinates (Å):
Tl  -15.960  -8.824  4.631
I  -8.286  -4.949  0.043
Te  -17.201  -3.050  0.847
Te  -17.376  -4.912  4.534
Te  -17.026  -5.741  0.251
Te  -15.732  -4.719  2.529
S  -15.819  -9.471  7.728
O  -14.340  -7.135  3.156
O  -12.896  -8.031  4.613
O  -14.357  -10.603  2.781
N  -16.847  -8.385  -0.646
N  -13.733  -9.220  1.021
N  -16.525  -11.465  5.470
N  -13.815  -10.697  5.697
C  -17.540  -10.074  -2.158
C  -10.691  -6.962  3.206
C  -12.217  -6.008  1.618
C  -17.667  -8.784  -1.598
C  -11.996  -6.739  2.776
C  -15.779  -9.083  -0.268
C  -15.516  -10.271  -0.960
C  -14.962  -8.483  0.791
C  -12.068  -10.515  2.133
C  -9.654  -6.435  2.408
C  -15.541  -12.341  4.925
C  -9.858  -5.658  1.276
C  -13.164  -7.342  3.605
C  -11.183  -5.502  0.823
C  -13.215  -10.319  6.986
C  -16.468  -10.851  -1.803
C  -14.158  -12.102  5.393
C  -16.972  -11.815  6.833
C  -13.522  -10.106  2.026
C  -13.974  -9.260  7.716
C  -15.946  -11.255  7.856
H  -14.549  -10.800  -0.684
H  -13.237  -5.870  1.262
H  -13.400  -10.217  4.927
H  -17.908  -11.336  7.143
H  -16.298  -11.534  8.878
H  -13.012  -11.204  7.563
H  -15.687  -13.455  4.919
H  -16.377  -11.822  -2.352
H  -11.318  -10.141  1.443
H  -13.868  -8.374  7.176
H  -13.902  -12.715  6.327
H  -18.512  -8.088  -1.817
H  -12.823  -8.912  0.643
H  -10.615  -7.456  4.147
H  -12.052  -11.583  2.124
H  -11.426  -4.952  -0.088
H  -18.253  -10.355  -2.952
H  -17.168  -12.894  6.903
H  -14.941  -11.740  7.803
H  -14.708  -7.483  0.577
H  -12.178  -10.009  6.871
H  -13.521  -8.992  8.662
H  -17.306  -11.566  4.836
H  -15.626  -8.497  1.685
H  -13.454  -12.539  4.631
H  -15.588  -12.165  3.817
H  -11.732  -10.169  3.119
H  -8.620  -6.561  2.661

Results
F_max: 0.0655 Eh/bohr
LUMO: -1.0444 eV
HOMO-LUMO gap: 0.2183 Ha
HOMO: -0.2566 Ha
Charge: 0

[4]
Formula: C21H28IrN4O6
Source: the Open Molecules 2025 dataset
Level of theory: ωB97M-V with the def2-TZVPD basis set

Cartesian coordinates (Å):
Ir  0.913  0.993  -0.084
O  0.664  -1.631  -1.977
O  -1.069  2.082  0.734
O  -7.215  0.724  0.115
O  -1.014  0.297  -0.445
O  1.187  -0.970  0.098
O  -6.031  -0.891  -1.028
N  1.062  3.113  -0.242
N  1.110  0.729  2.000
N  1.155  0.944  -2.143
N  2.977  1.231  0.006
C  -3.818  0.019  -0.518
C  1.172  -3.585  1.040
C  0.488  -4.306  -1.162
C  -7.354  -0.472  -0.674
C  -5.178  -0.001  -0.468
C  -5.905  0.974  0.223
C  1.147  -4.897  1.477
C  0.458  -5.617  -0.719
C  -1.747  1.162  0.156
C  0.843  -3.285  -0.282
C  3.425  0.453  1.206
C  3.412  2.673  0.093
C  3.445  0.624  -1.292
C  -3.913  2.053  0.857
C  -3.183  1.083  0.168
C  2.601  1.159  -2.443
C  2.553  0.833  2.390
C  2.260  3.569  0.497
C  0.788  -5.912  0.597
C  -5.301  2.014  0.895
C  0.860  -1.904  -0.803
H  3.324  -0.455  -1.209
H  0.767  -6.937  0.941
H  0.179  -6.410  -1.399
H  1.453  -2.797  1.725
H  0.525  1.315  2.591
H  0.238  -4.061  -2.185
H  1.105  3.421  -1.211
H  0.559  1.540  -2.711
H  4.245  2.756  0.791
H  -3.387  2.847  1.370
H  -7.920  -0.241  -1.574
H  4.503  0.844  -1.445
H  2.878  0.652  -3.367
H  -5.884  2.755  1.422
H  3.787  2.971  -0.885
H  -3.252  -0.733  -1.049
H  2.775  2.225  -2.598
H  0.209  3.512  0.148
H  -7.835  -1.241  -0.073
H  2.489  4.612  0.279
H  0.794  -0.234  2.123
H  2.768  0.185  3.239
H  1.406  -5.134  2.500
H  2.034  3.497  1.558
H  0.916  -0.055  -2.350
H  4.477  0.655  1.412
H  3.309  -0.602  0.972
H  2.746  1.854  2.712

Results
F_max: 0.0052 Eh/bohr
<S²>: 0.755
2S+1: 2
LUMO (alpha / beta): -5.8059 / -8.5285 eV
HOMO-LUMO gap (alpha / beta): 0.2631 / 0.1628 Ha
HOMO (alpha / beta): -0.4764 / -0.4762 Ha
Charge: +2

[5]
Formula: C21H28LaN3O2
Source: the Open Molecules 2025 dataset
Level of theory: ωB97M-V with the def2-TZVPD basis set

Cartesian coordinates (Å):
La  0.000  0.000  0.000
O  -3.723  -5.399  -4.652
O  -1.449  -1.435  -0.947
N  1.762  3.986  4.881
N  -0.481  1.950  1.695
N  -0.029  4.061  3.065
C  -3.197  -2.956  -1.350
C  1.021  -0.285  2.100
C  0.213  -1.428  1.896
C  0.949  4.018  4.056
C  -2.262  -6.914  -5.903
C  1.549  1.175  -1.335
C  0.876  2.148  -0.559
C  -3.650  -6.333  -5.785
C  -1.922  -3.505  -1.976
C  2.052  -0.320  1.145
C  -4.694  -7.248  -5.115
C  0.616  0.577  -2.203
C  -0.634  1.205  -1.977
C  0.754  -2.160  0.825
C  -4.103  -5.658  -7.057
C  -4.701  -6.225  -3.985
C  1.879  -1.471  0.341
C  -2.661  -1.962  -0.343
C  -1.051  -2.268  -2.058
C  -0.465  2.174  -0.978
C  -0.315  2.920  2.319
H  -1.467  -4.247  -1.320
H  2.495  -1.762  -0.493
H  -1.570  0.947  -2.441
H  -4.338  -6.584  -3.019
H  -1.248  2.765  -0.541
H  0.830  -0.184  -2.933
H  -1.955  -7.374  -4.965
H  1.307  2.755  0.219
H  -5.629  -7.346  -5.661
H  2.595  0.930  -1.278
H  0.345  -3.067  0.413
H  -3.804  -2.451  -2.101
H  -3.810  -3.722  -0.880
H  -3.415  -4.859  -7.331
H  -5.643  -5.694  -3.832
H  -4.328  -8.236  -4.849
H  -1.224  -1.712  -2.981
H  -2.392  -2.439  0.600
H  -3.309  -1.122  -0.127
H  -0.684  -1.661  2.439
H  0.013  -2.471  -1.970
H  0.849  0.483  2.832
H  -5.093  -5.224  -6.933
H  2.833  0.413  1.040
H  -4.141  -6.372  -7.881
H  -2.225  -7.672  -6.686
H  -1.542  -6.134  -6.150
H  -2.076  -3.964  -2.949

Results
F_max: 0.1707 Eh/bohr
LUMO: -0.1992 eV
HOMO-LUMO gap: 0.2786 Ha
Energy above the lowest of the compared OMol25 structures with the same formula, charge and spin: 541.7 kJ/mol
HOMO: -0.2859 Ha
Charge: 0

[6]
Formula: C21H28N12O7SSc
Source: the Open Molecules 2025 dataset
Level of theory: ωB97M-V with the def2-TZVPD basis set

Cartesian coordinates (Å):
Sc  9.875  9.649  11.753
S  13.530  6.308  14.488
O  11.944  11.022  10.033
O  10.596  10.867  13.155
O  8.147  9.057  12.655
O  8.729  11.174  10.932
O  7.893  13.123  11.581
O  8.898  8.079  10.533
O  13.591  9.787  9.602
N  14.170  8.978  13.640
N  9.704  12.516  8.646
N  13.342  11.668  15.085
N  13.623  7.408  10.957
N  11.881  9.001  10.918
N  10.642  7.666  12.782
N  12.532  9.949  10.161
N  11.709  7.049  12.092
N  12.598  11.715  13.926
N  8.938  13.095  9.662
N  7.266  8.382  12.030
N  7.712  7.856  10.998
C  5.377  5.017  9.094
C  12.798  10.699  15.836
C  4.921  5.619  10.271
C  5.683  6.579  10.871
C  13.947  7.871  13.943
C  6.915  6.950  10.283
C  12.723  12.798  12.975
C  11.654  13.652  12.803
C  11.783  14.588  11.792
C  13.323  10.157  17.133
C  8.562  12.378  10.727
C  7.320  6.469  9.034
C  12.880  14.690  11.023
C  12.480  7.852  11.353
C  11.647  10.275  15.268
C  14.492  12.479  15.375
C  6.493  5.499  8.444
C  13.835  12.807  12.161
C  13.957  13.808  11.232
C  7.248  12.440  12.667
C  11.510  10.927  14.052
H  8.252  6.817  8.541
H  9.813  7.149  12.595
H  12.645  10.212  17.958
H  15.393  11.945  15.101
H  14.195  8.032  10.418
H  12.966  15.480  10.273
H  6.824  11.444  12.433
H  3.954  5.344  10.632
H  8.857  14.123  9.753
H  10.666  12.830  8.696
H  4.790  4.198  8.606
H  11.042  9.503  15.568
H  14.879  13.852  10.677
H  10.952  15.296  11.665
H  6.802  5.046  7.514
H  14.405  12.641  16.443
H  6.426  13.147  12.852
H  13.638  9.115  17.060
H  14.639  12.015  12.302
H  14.221  10.785  17.443
H  14.425  13.418  14.802
H  14.064  6.714  11.522
H  9.256  12.667  7.772
H  5.353  6.978  11.835
H  10.797  13.610  13.472
H  7.908  12.374  13.568
H  12.276  6.359  12.669
H  10.789  7.543  13.792

Results
F_max: 0.0568 Eh/bohr
LUMO: -2.4788 eV
HOMO-LUMO gap: 0.2915 Ha
Energy above the lowest of the compared OMol25 structures with the same formula, charge and spin: 90.1 kJ/mol
HOMO: -0.3826 Ha
Charge: +1

charge of number 2 (C21H28F7N6O9PS2Sr)? +2